1.
Computed, not measured: C39H36BrN5O4PRu as an isolated structure, with ωB97M-V with the def2-TZVPD basis set.

The geometry in ORCA input format:
```
! wB97M-V def2-TZVPD RIJCOSX def2/J DEFGRID3
* xyz 1 5
Ru -0.32 0.14 -0.04
O 3.11 1.94 1.38
C 1.91 2.11 1.54
O 1.02 2.09 0.58
C 1.30 2.28 2.91
C 2.14 2.53 3.98
C 1.63 2.58 5.27
C 0.27 2.35 5.48
C -0.57 2.10 4.40
C -0.08 2.09 3.10
P -1.18 1.74 1.67
C -2.79 1.26 2.40
C -3.57 2.15 3.15
C -4.78 1.76 3.68
C -5.25 0.46 3.46
C -4.50 -0.42 2.70
C -3.27 -0.02 2.18
C -1.62 3.39 0.98
C -0.75 4.48 1.05
C -1.10 5.70 0.50
C -2.33 5.86 -0.14
C -3.20 4.78 -0.22
C -2.85 3.56 0.35
H 3.20 2.65 3.79
H 2.28 2.77 6.11
H -0.13 2.35 6.48
H -1.61 1.87 4.60
H -3.22 3.17 3.31
H -5.38 2.46 4.26
H -6.20 0.15 3.88
H -4.87 -1.42 2.52
H -2.71 -0.71 1.57
H 0.20 4.38 1.55
H -0.42 6.54 0.58
H -2.60 6.82 -0.57
H -4.17 4.90 -0.69
H -3.55 2.73 0.31
Br 0.33 -1.08 7.16
C 0.15 -1.30 5.29
C 1.02 -0.64 4.45
C 0.86 -0.77 3.08
C -0.17 -1.53 2.53
C -1.02 -2.20 3.41
C -0.86 -2.09 4.78
N -0.35 -1.57 1.12
C -0.76 -2.73 0.54
C -1.17 -2.78 -0.80
C -1.60 -3.98 -1.42
C -1.98 -3.96 -2.73
C -1.95 -2.75 -3.45
C -1.52 -1.62 -2.79
N -1.14 -1.62 -1.51
H 1.82 -0.03 4.85
H 1.55 -0.27 2.41
H -1.85 -2.79 3.01
H -1.55 -2.60 5.45
H -0.75 -3.63 1.14
H -1.62 -4.90 -0.84
H -2.32 -4.87 -3.22
H -2.24 -2.70 -4.49
H -1.46 -0.67 -3.31
C -4.25 1.84 -2.82
N -2.81 2.14 -2.68
C -2.18 3.09 -3.42
C -0.88 3.38 -3.24
C -0.16 2.65 -2.24
N -0.77 1.67 -1.56
C -2.11 1.46 -1.70
O -2.67 0.66 -0.96
N 1.12 2.90 -1.98
H -4.66 2.49 -3.59
H -4.76 2.02 -1.88
H -4.39 0.80 -3.10
H -2.79 3.61 -4.14
H -0.40 4.17 -3.80
H 1.53 3.72 -2.39
H 1.43 2.64 -1.04
C 2.64 -0.53 -3.04
O 1.43 -0.31 -2.24
C 1.41 -0.41 -0.96
C 2.64 -0.76 -0.25
H 2.92 -1.57 -3.01
H 3.44 0.11 -2.68
H 2.36 -0.25 -4.05
H 3.41 -1.23 -0.87
H 2.39 -1.41 0.59
H 3.03 0.17 0.18
*
```

⟨S²⟩: 6.0377
HOMO energy (spin up / spin down): -8.4 / -10.5 eV
energy above the lowest of the compared OMol25 structures with the same formula, charge and spin: 0.0 kJ/mol

These are the Löwdin partial charges, in e, on atoms 1 to 5: 1.327, 0.055, -0.602, -0.243, -0.175

---

2.
Computed, not measured: a 6-piece molecular cluster, C39H36Cl2F5N2O overall, with ωB97M-V with the def2-TZVPD basis set.

The geometry in ORCA input format:
```
! wB97M-V def2-TZVPD RIJCOSX def2/J DEFGRID3
* xyz 1 1
C 3.24 0.94 4.51
C 2.61 0.35 3.26
O 1.90 1.34 2.46
C 0.90 2.01 3.04
C 1.12 3.32 3.47
N 0.10 4.02 3.93
N -1.15 3.62 4.01
C -1.39 2.39 3.61
C -0.40 1.52 3.13
C -0.76 0.14 2.70
Cl -0.99 0.01 1.00
C -0.96 -0.85 3.57
C -0.82 -0.69 5.07
Cl -1.40 -2.41 3.02
H 3.75 1.88 4.27
H 3.98 0.25 4.90
H 2.51 1.14 5.30
H 1.92 -0.47 3.49
H 3.38 -0.04 2.59
H 2.09 3.80 3.43
H 0.24 4.97 4.25
H -2.42 2.06 3.62
H -1.19 0.29 5.40
H 0.22 -0.80 5.39
H -1.41 -1.46 5.58
F 5.33 -0.96 1.43
C 5.12 -0.45 0.20
C 4.72 0.87 0.11
C 4.49 1.42 -1.15
C 4.67 0.63 -2.29
C 5.06 -0.69 -2.16
C 5.29 -1.25 -0.91
H 4.61 1.46 1.01
H 4.18 2.45 -1.24
H 4.49 1.06 -3.27
H 5.20 -1.30 -3.04
H 5.61 -2.27 -0.79
F -3.83 0.89 2.52
C -4.70 -0.10 2.87
C -5.78 -0.33 2.05
C -6.65 -1.35 2.41
C -6.43 -2.11 3.55
C -5.32 -1.85 4.34
C -4.44 -0.83 4.01
H -5.94 0.28 1.17
H -7.52 -1.55 1.78
H -7.11 -2.90 3.81
H -5.14 -2.44 5.23
H -3.57 -0.61 4.61
F -4.64 2.18 -5.00
C -3.68 2.01 -4.06
C -3.87 1.05 -3.09
C -2.88 0.88 -2.13
C -1.74 1.67 -2.16
C -1.58 2.63 -3.15
C -2.55 2.81 -4.12
H -4.77 0.45 -3.09
H -3.01 0.13 -1.37
H -0.97 1.54 -1.40
H -0.69 3.24 -3.17
H -2.45 3.54 -4.90
F -6.88 -0.58 -3.09
C -7.34 -0.71 -4.37
C -7.59 0.44 -5.09
C -8.06 0.30 -6.39
C -8.28 -0.96 -6.93
C -8.02 -2.09 -6.17
C -7.55 -1.97 -4.87
H -7.41 1.41 -4.66
H -8.25 1.18 -6.99
H -8.64 -1.06 -7.94
H -8.19 -3.08 -6.58
H -7.34 -2.84 -4.25
F 7.51 -3.24 -2.11
C 8.72 -2.76 -1.73
C 9.70 -3.66 -1.35
C 10.93 -3.17 -0.96
C 11.17 -1.80 -0.96
C 10.17 -0.92 -1.35
C 8.93 -1.40 -1.75
H 9.48 -4.72 -1.36
H 11.71 -3.86 -0.66
H 12.14 -1.42 -0.66
H 10.36 0.15 -1.36
H 8.13 -0.73 -2.06
*
```

HOMO energy: -10.5 eV

These are the Löwdin partial charges, in e, on atoms 1 to 5: -0.052, -0.164, -0.028, -0.217, 0.099

---

3.
Computed, not measured: C39H37BrCl5IN3O9P3Pr as an isolated structure at a distorted geometry, with ωB97M-V with the def2-TZVPD basis set.

The geometry in ORCA input format:
```
! wB97M-V def2-TZVPD RIJCOSX def2/J DEFGRID3
* xyz 1 3
Pr 12.98 11.81 13.35
N 16.90 12.87 14.05
C 16.74 11.44 13.54
C 18.12 10.79 13.46
P 15.86 10.57 14.98
O 15.94 8.97 14.61
O 16.49 11.12 16.21
O 14.31 10.74 14.92
P 16.06 11.67 11.79
O 16.65 10.40 10.96
O 16.46 13.05 11.38
O 14.57 11.32 11.65
H 17.44 12.88 14.92
H 15.94 13.30 14.25
H 17.33 13.45 13.30
H 18.57 10.71 14.47
H 18.81 11.42 12.85
H 18.08 9.79 13.01
H 16.61 8.47 15.11
H 17.40 10.62 10.37
Cl 13.07 17.03 19.01
C 13.45 16.09 17.63
C 12.51 15.19 17.13
Cl 10.93 15.04 17.81
C 12.85 14.38 16.07
Cl 11.61 13.27 15.46
C 14.12 14.46 15.42
O 14.44 13.68 14.43
C 15.04 15.42 15.92
Cl 16.56 15.61 15.13
C 14.71 16.18 17.03
Cl 15.89 17.25 17.65
O 7.45 11.19 8.77
C 7.09 11.79 9.99
C 8.25 11.64 10.95
C 8.41 12.51 12.04
C 9.55 12.42 12.83
N 10.52 11.53 12.58
C 10.29 10.54 11.66
C 9.22 10.65 10.75
C 11.32 9.50 11.48
C 11.24 8.52 10.48
C 12.24 7.56 10.40
C 12.15 6.50 9.33
O 12.21 7.03 8.01
C 13.36 7.61 11.23
C 13.41 8.63 12.17
N 12.44 9.55 12.25
H 6.73 11.30 8.12
H 6.18 11.32 10.41
H 6.89 12.88 9.87
H 7.66 13.28 12.26
H 9.70 13.09 13.67
H 9.13 9.98 9.89
H 10.43 8.56 9.74
H 11.17 5.98 9.38
H 12.96 5.76 9.50
H 13.10 7.39 7.83
H 14.17 6.90 11.08
H 14.22 8.74 12.88
Br 8.50 9.33 14.22
C 8.85 8.83 16.03
C 7.77 8.32 16.74
C 7.92 7.92 18.05
C 9.17 8.05 18.64
C 10.26 8.55 17.94
C 10.11 8.94 16.62
I 11.77 9.66 15.57
H 6.81 8.23 16.22
H 7.06 7.55 18.61
H 9.33 7.76 19.67
H 11.23 8.65 18.42
C 14.13 15.66 11.97
P 12.92 14.33 11.77
C 11.33 15.15 11.89
C 10.43 15.13 10.84
C 9.17 15.68 11.02
C 8.79 16.24 12.23
C 9.72 16.30 13.27
C 11.00 15.80 13.08
C 13.09 13.74 10.08
C 12.19 12.78 9.61
C 12.35 12.21 8.37
C 13.34 12.66 7.52
C 14.20 13.64 7.97
C 14.11 14.18 9.25
H 15.13 15.21 11.89
H 14.01 16.06 12.99
H 13.99 16.48 11.23
H 10.74 14.78 9.85
H 8.49 15.71 10.17
H 7.80 16.65 12.34
H 9.45 16.75 14.21
H 11.75 15.93 13.85
H 11.32 12.53 10.21
H 11.66 11.43 8.05
H 13.44 12.25 6.52
H 14.99 14.02 7.33
H 14.83 14.93 9.55
*
```

⟨S²⟩: 2.0017
HOMO energy (spin up / spin down): -10.3 / -10.3 eV

These are the Löwdin partial charges, in e, on atoms 1 to 5: 0.591, 0.087, -0.460, -0.103, 0.438

---

4.
Computed, not measured: C39H38As2F6N3O5ReS3 as an isolated structure at a distorted geometry, with ωB97M-V with the def2-TZVPD basis set.

The geometry in ORCA input format:
```
! wB97M-V def2-TZVPD RIJCOSX def2/J DEFGRID3
* xyz 3 4
Re -0.64 -0.77 -0.36
F -3.43 -2.71 2.47
C -2.33 -3.16 3.11
F -2.53 -4.35 3.63
F -1.87 -2.33 3.98
S -1.03 -3.34 1.82
O 0.14 -3.85 2.46
O -0.73 -1.90 1.34
N -1.87 -4.02 0.75
S -1.96 -3.85 -0.75
O -3.29 -3.94 -1.32
O -1.23 -2.61 -1.15
C -0.92 -5.13 -1.64
F -1.11 -5.16 -2.94
F -1.33 -6.28 -1.13
F 0.40 -4.98 -1.34
C -2.66 -0.47 -3.06
C -1.40 -0.11 -3.82
As 0.23 -0.32 -2.78
C 1.64 1.01 -3.16
C 1.67 2.30 -2.64
C 2.68 3.18 -3.08
C 3.74 2.69 -3.82
C 3.66 1.43 -4.39
C 2.57 0.60 -4.00
C 0.98 -2.01 -3.24
C 0.70 -2.78 -4.34
C 1.40 -3.97 -4.50
C 2.41 -4.34 -3.57
C 2.68 -3.58 -2.47
C 1.96 -2.39 -2.32
As -2.68 0.34 -1.29
C -4.17 -0.42 -0.31
C -4.96 -1.35 -0.94
C -6.05 -1.92 -0.21
C -6.28 -1.66 1.14
C -5.39 -0.77 1.74
C -4.31 -0.16 1.08
C -2.78 2.24 -1.15
C -3.70 2.90 -0.33
C -3.69 4.25 -0.19
C -2.69 5.03 -0.78
C -1.73 4.35 -1.57
C -1.82 3.00 -1.77
H -2.73 -1.57 -2.87
H -3.56 -0.13 -3.54
H -1.46 -0.77 -4.59
H -1.50 0.89 -4.39
H 0.92 2.64 -2.02
H 2.66 4.22 -2.60
H 4.57 3.35 -4.04
H 4.43 1.09 -5.13
H 2.46 -0.33 -4.50
H -0.09 -2.49 -5.04
H 1.31 -4.63 -5.36
H 2.93 -5.31 -3.78
H 3.39 -3.79 -1.72
H 2.22 -1.77 -1.46
H -4.95 -1.44 -2.02
H -6.80 -2.50 -0.66
H -7.17 -2.03 1.64
H -5.43 -0.47 2.76
H -3.57 0.45 1.54
H -4.47 2.32 0.16
H -4.43 4.66 0.49
H -2.63 6.12 -0.75
H -0.91 4.97 -2.08
H -1.05 2.45 -2.28
C 2.92 4.31 2.36
C 2.57 3.69 1.02
C 3.12 2.28 1.00
N 2.53 1.36 1.95
C 1.32 0.81 1.87
S 0.62 1.05 0.26
N 0.76 0.14 2.85
C 0.87 0.57 4.28
O -0.14 0.93 4.81
C 2.17 0.48 4.91
C 2.42 1.27 6.05
C 3.67 1.15 6.71
C 4.60 0.20 6.26
C 4.37 -0.52 5.10
C 3.19 -0.36 4.41
H 2.64 5.36 2.51
H 4.03 4.31 2.54
H 2.40 3.76 3.22
H 2.88 4.34 0.16
H 1.47 3.65 0.94
H 4.16 2.42 1.36
H 2.99 1.87 0.02
H 3.11 1.12 2.73
H -0.10 -0.43 2.70
H 1.67 1.94 6.47
H 3.73 1.80 7.62
H 5.47 0.06 6.82
H 5.09 -1.24 4.73
H 3.06 -0.87 3.44
*
```

⟨S²⟩: 3.7983
HOMO energy (spin up / spin down): -16.3 / -16.3 eV
energy above the lowest of the compared OMol25 structures with the same formula, charge and spin: 0.0 kJ/mol

These are the Löwdin partial charges, in e, on atoms 1 to 5: 1.020, 0.147, -0.692, 0.226, 0.220

---

5.
Computed, not measured: C39H38AuClN5O4Se as an isolated structure, with ωB97M-V with the def2-TZVPD basis set.

The geometry in ORCA input format:
```
! wB97M-V def2-TZVPD RIJCOSX def2/J DEFGRID3
* xyz 1 1
Au 0.29 0.12 0.18
O -2.79 -1.98 -4.38
C -2.83 -0.66 -4.44
O -3.51 -0.07 -5.23
C -1.96 0.09 -3.47
C -1.81 1.47 -3.45
Cl -2.40 2.64 -4.53
N -0.97 1.80 -2.45
N -0.57 0.70 -1.81
C -1.15 -0.34 -2.41
C -0.87 -1.69 -1.84
O -1.25 -2.71 -2.39
O -0.18 -1.68 -0.74
C -0.46 3.09 -2.06
C -1.33 4.15 -1.86
C -0.81 5.38 -1.48
C 0.56 5.54 -1.32
C 1.42 4.46 -1.53
C 0.90 3.23 -1.91
H -2.20 -2.32 -3.66
H -2.40 4.02 -1.95
H -1.48 6.21 -1.32
H 0.96 6.50 -1.03
H 2.48 4.59 -1.41
H 1.56 2.39 -2.10
C 4.27 -3.60 2.61
C 5.19 -2.99 1.56
C 4.70 -3.11 0.12
C 3.38 -2.40 -0.18
N 2.20 -3.15 0.27
C 1.29 -2.75 1.17
Se 1.28 -1.06 2.03
N 0.39 -3.71 1.36
C -0.79 -3.63 2.23
C -0.44 -3.80 3.70
C 0.30 -5.10 4.01
C 0.69 -5.20 5.47
C 0.69 -4.77 0.51
C 0.05 -5.99 0.30
C 0.60 -6.82 -0.65
C 1.74 -6.44 -1.38
C 2.38 -5.24 -1.17
C 1.83 -4.41 -0.19
H 4.78 -3.69 3.57
H 3.93 -4.59 2.32
H 3.39 -2.97 2.79
H 6.16 -3.49 1.62
H 5.37 -1.94 1.79
H 4.63 -4.17 -0.14
H 5.44 -2.68 -0.55
H 3.26 -2.21 -1.24
H 3.35 -1.44 0.34
H -1.45 -4.43 1.91
H -1.28 -2.68 2.02
H -1.38 -3.77 4.26
H 0.15 -2.94 4.04
H 1.20 -5.16 3.38
H -0.33 -5.95 3.73
H 1.33 -4.37 5.76
H 1.23 -6.13 5.67
H -0.19 -5.18 6.12
H -0.84 -6.28 0.85
H 0.14 -7.78 -0.85
H 2.13 -7.12 -2.14
H 3.24 -4.95 -1.76
N 0.33 1.92 0.88
C 1.21 2.52 1.57
C 2.49 1.92 2.04
C 2.68 1.66 3.39
C 3.85 1.06 3.82
C 4.85 0.75 2.91
C 4.67 1.04 1.56
C 3.49 1.61 1.12
C 0.94 3.95 1.88
C -0.37 4.42 1.97
C -0.61 5.76 2.21
C 0.45 6.65 2.34
C 1.76 6.19 2.25
C 2.01 4.84 2.03
H 1.90 1.92 4.10
H 4.00 0.85 4.87
H 5.78 0.31 3.25
H 5.46 0.82 0.84
H 3.33 1.83 0.07
H -1.19 3.72 1.86
H -1.63 6.12 2.30
H 0.26 7.69 2.52
H 2.58 6.88 2.36
H 3.03 4.48 1.96
*
```

HOMO energy: -11.5 eV
energy above the lowest of the compared OMol25 structures with the same formula, charge and spin: 0.0 kJ/mol

These are the Löwdin partial charges, in e, on atoms 1 to 5: 0.999, 0.143, -0.496, 0.104, -0.026